Run a
{
  "formula": "CH4N3",
  "method": "wB97M-V/def2-TZVPD",
  "orbital_gap_ev": 8.96,
  "homo_ev": -16.62,
  "charge": 1,
  "symbols": ["C", "N", "N", "N", "H", "H", "H", "H"],
  "positions_angstrom": [[-0.92031, 0.67440, -0.25719], [-0.97889, 0.73296, 1.05802], [-0.16135, -0.39151, -0.57990], [0.98656, -0.49337, -0.21591], [-1.64942, 1.08992, -0.95677], [-0.17242, -0.39905, 1.22648], [1.63245, 0.24527, -0.05117], [1.26338, -1.45862, -0.22357]]
}



Run b
{
  "formula": "CH4N3",
  "method": "wB97M-V/def2-TZVPD",
  "orbital_gap_ev": 11.11,
  "homo_ev": -16.22,
  "smiles": "[NH2+]=C1NN1",
  "charge": 1,
  "symbols": ["N", "C", "N", "N", "H", "H", "H", "H"],
  "positions_angstrom": [[0.72826, -0.42976, 0.79325], [-0.02403, 0.13157, -0.15753], [-0.58670, -0.07426, -1.29951], [-1.06591, 0.96254, -0.22897], [1.24386, -1.19449, 0.51474], [0.60843, -0.01394, 1.73649], [-0.28736, 0.46963, -2.15963], [-1.06925, 1.92050, -0.33817]]
}



Looking at the structures above, which would you pick as the most stable? I would pick run b.